25
Properties=species:S:1:pos:R:3:forces:R:3 method="wB97M-V/def2-TZVPD" homo_ev="-11.73 / -11.17" max_force_ha_per_bohr=0.04839 multiplicity=6 lumo_energy_ev="-5.466 / -5.600" s2=8.77 gap_ev="6.260 / 5.572" charge=+1
O 3.471 2.545 -1.198 0.035 0.604 -0.370
C 3.177 1.533 -0.683 0.638 0.020 0.601
O 2.091 0.824 -1.097 -1.243 -0.292 -0.626
C 1.824 -0.464 -0.520 0.901 -0.548 0.795
C 1.495 -0.447 0.992 0.373 -0.274 0.058
C 0.353 -1.425 1.399 0.035 0.122 -0.607
C -0.822 -1.189 0.433 0.431 -0.891 0.487
C -1.155 0.250 0.378 -1.349 0.186 -1.512
P -2.663 0.747 -0.377 1.420 -1.135 1.201
O -2.220 1.401 -1.666 0.274 0.028 -1.058
O -3.496 -0.611 -0.514 -0.281 0.881 -0.482
O -3.558 1.641 0.589 0.205 0.208 -0.941
H 3.719 1.076 0.159 -0.127 -0.182 -0.086
H 0.993 -0.850 -1.142 0.442 -0.538 0.392
H 2.657 -1.148 -0.742 -0.242 0.201 -0.006
H 1.246 0.584 1.273 -0.142 -0.283 -0.047
H 2.410 -0.708 1.545 -0.249 0.084 -0.193
H 0.681 -2.472 1.358 0.054 0.236 -0.015
H 0.047 -1.214 2.430 0.082 0.051 -0.258
H -1.704 -1.812 0.629 0.377 0.163 0.141
H -0.457 -1.536 -0.573 -0.503 -0.540 0.249
H -0.449 0.863 -0.159 1.092 1.015 0.990
H -4.266 -0.520 -1.100 -0.038 -0.161 0.240
H -3.233 2.558 0.621 -0.241 -0.201 0.118
Mn -0.141 0.374 -2.036 -1.944 1.245 0.929